[1]
{
  "formula": "C4H13NS",
  "method": "the ωB97M-V functional and the def2-TZVPD basis",
  "species": ["C", "S", "C", "H", "H", "H", "H", "H", "H", "C", "C", "N", "H", "H", "H", "H", "H", "H", "H"],
  "xyz": [[-1.0674, -1.6265, -1.0717], [-1.8753, -0.0219, -0.4820], [-2.3458, 0.4340, -2.2599], [-1.9099, -2.3266, -0.9524], [-0.5362, -1.4336, -2.0017], [-0.3361, -1.8630, -0.3422], [-2.6266, -0.4939, -2.7751], [-1.5996, 1.0106, -2.8832], [-3.2005, 1.1042, -2.3428], [1.5908, -0.4269, 1.0023], [2.0858, 0.9508, 1.4488], [1.2643, 1.2609, 2.6470], [2.0418, -1.2764, 1.6389], [2.0491, -0.4422, -0.0348], [0.4445, -0.3514, 0.9710], [1.5237, 1.7853, 0.9269], [3.1196, 0.9797, 1.4747], [0.8583, 2.1211, 2.3250], [0.5193, 0.6160, 2.7111]],
  "lumo_energy_ha": 0.03237,
  "homo_energy_ev": -8.789,
  "smiles": "CCN.CSC",
  "orbital_gap_ha": 0.355
}


[2]
{
  "formula": "C5H16N4",
  "method": "the ωB97M-V functional and the def2-TZVPD basis",
  "species": ["C", "C", "C", "C", "H", "H", "H", "H", "H", "H", "H", "H", "H", "H", "N", "N", "N", "C", "N", "H", "H", "H", "H", "H", "H"],
  "xyz": [[-2.2116, 0.0002, 0.0141], [-2.1157, 1.1280, -0.9669], [-2.6893, -1.3242, -0.4991], [-0.1886, -0.2165, 0.9276], [-2.6231, 0.2783, 0.9793], [-1.4975, 0.8598, -1.8271], [-1.7011, 2.0272, -0.5101], [-3.1124, 1.3852, -1.3503], [-2.6241, -2.1025, 0.2621], [-2.1199, -1.6451, -1.3747], [-3.7417, -1.2532, -0.8075], [-0.4589, -0.4575, -0.1104], [-0.1961, 0.8194, 1.2418], [-0.5390, -0.8905, 1.7010], [1.9993, 0.1505, -0.4314], [2.2121, 1.5508, -0.2137], [3.1559, -0.4861, -0.9627], [1.6039, -0.5755, 0.7741], [2.1280, -0.1377, 1.9239], [1.3327, 2.0273, -0.3822], [2.4842, 1.6927, 0.7604], [3.9784, -0.2076, -0.4237], [3.2693, -0.1320, -1.9058], [2.0603, -0.8489, 2.6475], [1.5950, -1.6424, 0.5338]],
  "lumo_energy_ha": [-0.00387, 0.01967],
  "homo_energy_ev": [-7.178, -8.128],
  "orbital_gap_ha": [0.260, 0.318]
}


[3]
{
  "formula": "C6H16",
  "method": "the ωB97M-V functional and the def2-TZVPD basis",
  "species": ["C", "C", "C", "C", "H", "H", "H", "H", "H", "H", "H", "H", "H", "H", "C", "C", "H", "H", "H", "H", "H", "H"],
  "xyz": [[-1.0757, -1.0179, -1.4180], [-0.3277, -1.2084, -2.7377], [-1.3523, -2.3263, -0.7035], [-0.3790, 0.0216, -0.4909], [-2.0253, -0.5461, -1.6989], [-0.9760, -1.4106, -3.5951], [0.4041, -2.0215, -2.6596], [-0.4190, -2.7384, -0.3114], [-2.0885, -2.2036, 0.0901], [-1.6771, -3.0886, -1.4236], [-1.0214, 0.9008, -0.4418], [-0.3567, -0.3491, 0.5324], [0.6007, 0.3747, -0.8066], [0.2120, -0.3065, -3.0530], [1.0061, 1.4479, 2.7976], [1.6494, 2.5177, 1.8886], [1.3938, 0.4436, 2.6205], [1.1291, 1.7299, 3.8370], [-0.0605, 1.3724, 2.5811], [2.6392, 2.2059, 1.5761], [1.6915, 3.4778, 2.4073], [1.0334, 2.7246, 1.0093]],
  "lumo_energy_ha": 0.04024,
  "homo_energy_ev": -11.030,
  "smiles": "CC(C)C.CC",
  "orbital_gap_ha": 0.446
}


[4]
{
  "formula": "C6H16",
  "method": "the ωB97M-V functional and the def2-TZVPD basis",
  "species": ["C", "C", "C", "H", "H", "H", "H", "H", "H", "H", "H", "C", "C", "C", "H", "H", "H", "H", "H", "H", "H", "H"],
  "xyz": [[1.2040, 0.8159, 1.3894], [0.4434, 0.7264, 2.7186], [1.7837, 2.1893, 1.1202], [0.4606, 0.5785, 0.6264], [1.9546, 0.0212, 1.3808], [-0.0584, 1.6652, 2.9793], [-0.2782, -0.0802, 2.7757], [1.0092, 2.9115, 0.8579], [1.1414, 0.5533, 3.5510], [2.5449, 2.1568, 0.3437], [2.2476, 2.6163, 2.0172], [-1.1661, -0.6610, -1.6711], [-1.2014, -1.7726, -0.6249], [-1.0667, -1.2819, -3.0913], [-0.3230, 0.0068, -1.5016], [-2.0087, 0.0230, -1.6448], [-0.8422, -1.4911, 0.3689], [-2.2344, -2.0138, -0.3611], [-2.0391, -1.2841, -3.5639], [-0.6857, -2.6805, -0.9138], [-0.5580, -2.2434, -3.0388], [-0.3274, -0.7556, -3.7174]],
  "lumo_energy_ha": 0.04090,
  "homo_energy_ev": -11.156,
  "smiles": "CCC.CCC",
  "orbital_gap_ha": 0.451
}


[5]
{
  "formula": "C6H4N2",
  "method": "the ωB97M-V functional and the def2-TZVPD basis",
  "species": ["C", "C", "C", "C", "C", "C", "N", "N", "H", "H", "H", "H"],
  "xyz": [[1.1505, 0.8331, -0.3542], [1.3964, -0.2826, 0.3657], [-0.5756, -1.8944, -0.3218], [-0.2697, 0.8654, -0.7663], [-0.9352, -0.4401, -0.3940], [0.1876, -1.0640, 0.3543], [-1.1260, 1.3614, 0.2185], [-1.6890, 0.2141, 0.5566], [1.8551, 1.6068, -0.5995], [2.3280, -0.6223, 0.7824], [-1.0158, -2.8472, -0.4582], [-1.3064, 2.2698, 0.6165]],
  "lumo_energy_ha": 0.01115,
  "homo_energy_ev": -7.516,
  "orbital_gap_ha": 0.287
}


[6]
{
  "formula": "C40H71ClN2O30S7",
  "method": "the ωB97M-V functional and the def2-TZVPD basis",
  "species": ["C", "C", "C", "C", "C", "C", "C", "C", "C", "C", "C", "C", "C", "C", "N", "C", "O", "C", "C", "C", "C", "Cl", "C", "C", "C", "C", "C", "C", "N", "C", "O", "H", "H", "H", "H", "H", "H", "H", "H", "H", "H", "H", "H", "H", "H", "H", "H", "H", "H", "H", "H", "H", "H", "H", "H", "H", "H", "H", "H", "H", "H", "H", "H", "H", "H", "H", "H", "H", "H", "H", "H", "H", "H", "H", "C", "C", "O", "S", "O", "O", "O", "H", "H", "H", "H", "C", "C", "O", "S", "O", "O", "O", "H", "H", "H", "H", "C", "C", "O", "S", "O", "O", "O", "H", "H", "H", "H", "C", "C", "O", "S", "O", "O", "O", "H", "H", "H", "H", "C", "C", "O", "S", "O", "O", "O", "H", "H", "H", "H", "C", "C", "O", "S", "O", "O", "O", "H", "H", "H", "H", "C", "C", "O", "S", "O", "O", "O", "H", "H", "H", "H"],
  "xyz": [[3.4178, -3.0785, 1.7266], [2.2276, -4.0444, 1.2769], [2.2687, -4.4999, -0.2572], [2.7715, -3.3894, -1.2773], [1.6103, -2.3494, -1.7105], [2.2166, -1.1847, -2.6107], [1.1253, -0.0831, -3.0543], [1.8360, 1.3022, -3.4670], [0.7927, 2.4292, -3.9284], [0.8345, 3.7288, -2.9586], [0.2791, 3.1895, -1.5489], [-1.1125, 3.0150, -1.3304], [-2.1955, 3.3451, -2.4455], [-3.6176, 3.7346, -1.8676], [-4.4948, 2.8273, -1.5167], [-1.4784, 2.4215, 0.1124], [-2.4301, 2.8187, 0.8043], [-0.4768, 1.2794, 0.6258], [-1.1327, 0.0133, 1.3259], [-0.8818, -0.0610, 2.8960], [-1.8836, 0.9088, 3.6988], [-1.3412, -1.8000, 3.3954], [0.9139, 1.4386, 0.3981], [1.9640, 0.3352, 0.8382], [3.4218, 0.9411, 1.2065], [4.4143, 0.9852, -0.0401], [5.7931, 1.6811, 0.4274], [6.5693, 0.8076, 1.5505], [6.7298, -0.6348, 1.1568], [1.2983, 2.7940, -0.3728], [2.2663, 3.5087, -0.0821], [3.4358, -2.1532, 1.0640], [3.2056, -2.7256, 2.7871], [4.4358, -3.5985, 1.7204], [1.2322, -3.5802, 1.5984], [2.3301, -5.0004, 1.9013], [2.9462, -5.4262, -0.2984], [1.2213, -4.8973, -0.5089], [3.7273, -2.8579, -0.9615], [3.0387, -3.9419, -2.2491], [0.9029, -2.9698, -2.3717], [1.0257, -1.9825, -0.8012], [2.7633, -1.6443, -3.4935], [2.9903, -0.6030, -1.9932], [0.6259, -0.4976, -4.0009], [0.2992, 0.0447, -2.2867], [2.4821, 1.0673, -4.3717], [2.5032, 1.6131, -2.6028], [0.8417, 2.6935, -5.0283], [-0.2501, 1.9766, -3.7520], [1.9241, 4.0612, -2.8838], [0.2137, 4.5780, -3.3785], [-1.8418, 4.1489, -3.1822], [-2.3235, 2.3832, -3.0591], [-3.8819, 4.8251, -1.7062], [-5.3450, 3.2836, -1.1426], [-2.2506, 0.0452, 1.0687], [-0.7389, -0.9157, 0.7768], [0.2024, 0.0860, 3.1866], [-2.7045, 1.3446, 3.0510], [-1.2371, 1.6912, 4.2102], [-2.3689, 0.3131, 4.5458], [1.6360, -0.2959, 1.7207], [2.1471, -0.3130, -0.0932], [3.8863, 0.2106, 1.9626], [3.2980, 1.9530, 1.7205], [4.0237, 1.6493, -0.8909], [4.6864, -0.0509, -0.4119], [6.4972, 1.9004, -0.4351], [5.5979, 2.6932, 0.9362], [6.0415, 0.8840, 2.5659], [7.6229, 1.2089, 1.7186], [6.7001, -0.7148, 0.1314], [5.9287, -1.1516, 1.5397], [-7.0713, 0.5328, -4.1453], [-6.1992, 1.7225, -4.5103], [-5.8446, 1.5146, -5.8792], [-7.0603, 0.7501, -6.6301], [-7.8534, 1.7291, -7.3113], [-6.5314, -0.4080, -7.2822], [-7.8657, 0.2781, -5.3063], [-6.4652, -0.3548, -3.9454], [-7.7084, 0.7370, -3.2850], [-5.3077, 1.7914, -3.8875], [-6.7613, 2.6586, -4.4450], [-6.2971, 2.3072, -10.9037], [-5.7361, 1.1781, -10.0554], [-5.0207, 0.3475, -10.9716], [-4.4003, 1.2716, -12.1505], [-3.0347, 1.5560, -11.8283], [-4.8011, 0.7265, -13.4101], [-5.2761, 2.6042, -11.8586], [-7.1897, 1.9866, -11.4475], [-6.5326, 3.1907, -10.3105], [-6.5158, 0.6110, -9.5507], [-5.0247, 1.5565, -9.3153], [-1.2434, 2.2589, 7.8819], [-0.6965, 1.1394, 8.7514], [0.0277, 0.2941, 7.8536], [0.6646, 1.2007, 6.6716], [2.0271, 1.4839, 7.0040], [0.2744, 0.6395, 5.4133], [-0.2096, 2.5397, 6.9347], [-2.1307, 1.9341, 7.3314], [-1.4830, 3.1510, 8.4603], [-1.4844, 0.5810, 9.2551], [0.0070, 1.5249, 9.4946], [-1.3287, -5.6024, -4.3395], [-1.1120, -7.0311, -4.8115], [0.2994, -7.2349, -4.7358], [0.8956, -6.3649, -3.5044], [1.0250, -7.2239, -2.3674], [1.9718, -5.5624, -3.9974], [-0.3965, -5.4124, -3.2737], [-1.0932, -4.8851, -5.1304], [-2.3469, -5.4335, -3.9892], [-1.4698, -7.1921, -5.8279], [-1.5937, -7.7467, -4.1391], [9.5286, -2.6797, 3.3259], [9.6007, -2.8097, 1.8141], [10.9675, -2.5532, 1.4848], [11.9104, -3.0761, 2.6955], [12.3992, -4.3780, 2.3561], [12.7711, -2.0054, 3.0927], [10.7466, -3.2485, 3.8113], [9.4968, -1.6302, 3.6307], [8.6699, -3.2043, 3.7445], [8.9427, -2.1057, 1.3047], [9.3615, -3.8281, 1.4936], [-4.8009, 4.9928, 0.9654], [-3.7031, 5.6398, 1.7924], [-4.1020, 7.0054, 1.9306], [-5.7212, 7.0837, 1.9686], [-6.1376, 7.1501, 3.3361], [-6.1510, 8.0248, 0.9814], [-6.0182, 5.5861, 1.4217], [-4.6855, 5.2267, -0.0931], [-4.8319, 3.9115, 1.0966], [-2.7267, 5.5698, 1.3148], [-3.6505, 5.1996, 2.7920], [-1.8774, -3.7685, 10.1715], [-2.9632, -3.0656, 9.3735], [-3.6287, -2.2242, 10.3175], [-2.5587, -1.7238, 11.4278], [-2.1022, -0.4172, 11.0556], [-3.0792, -2.0206, 12.7246], [-1.3838, -2.7849, 11.0830], [-2.2885, -4.5973, 10.7541], [-1.0720, -4.1370, 9.5362], [-3.6648, -3.7645, 8.9197], [-2.5319, -2.4277, 8.5965]],
  "lumo_energy_ha": -0.05056,
  "homo_energy_ev": -9.773,
  "smiles": "[H]/N=C/CC1=C(CCCCCCCCCC)C(=O)C(CCCCCN)=C(C[C@@H](C)Cl)C1=O.O=S1(=O)OCCO1.O=S1(=O)OCCO1.O=S1(=O)OCCO1.O=S1(=O)OCCO1.O=S1(=O)OCCO1.O=S1(=O)OCCO1.O=S1(=O)OCCO1",
  "orbital_gap_ha": 0.309
}